DFT (wB97M-V/def2-TZVPD) results for 20 unconnected molecules or ions with the total composition C80H160O42 in a non-equilibrium geometry.

Results
ΔE to the lowest compared entry with this formula, charge and spin, kcal per mole: 65.2
HOMO energy, eV: -9.2771
Net charge: 0
Total energy, eV: -171538.386
Multiplicity: 1
Gap between HOMO and LUMO, Ha: 0.359

Last column: Mulliken charge in e.
Atoms and positions in Å:
H (-10.58156, -21.29589, 21.23374)  0.261
C (-3.15301, -21.18550, 12.29435)  0.595
C (-13.89365, -19.86849, 17.65077)  -0.866
H (-13.62625, -22.86134, 15.25911)  0.090
H (-9.24113, -22.39537, 8.71341)  -0.182
H (-2.07052, -26.00715, 9.21543)  -0.212
C (-5.34172, -26.27460, 7.46809)  0.740
H (-9.01754, -29.29184, 18.70982)  0.318
C (-9.59029, -21.00741, 20.88408)  -0.653
H (-8.65972, -25.37609, 8.77737)  0.086
H (-6.85973, -16.37619, 10.79742)  0.237
H (-14.19988, -26.15515, 19.30107)  0.357
H (-10.85970, -14.90333, 18.49693)  0.356
H (-9.41305, -28.58118, 17.11180)  -0.308
H (-14.93776, -19.83390, 17.96182)  0.376
O (-0.52079, -23.45914, 19.43729)  -0.432
H (-9.31302, -20.85516, 12.10340)  -0.022
O (-6.76587, -21.47149, 16.04621)  0.569
O (-14.96507, -22.33185, 13.94005)  -0.270
H (-6.16499, -28.46859, 10.89581)  0.532
H (-8.58645, -28.21172, 14.74469)  0.466
H (-4.54501, -20.92341, 19.51190)  0.159
C (-10.56512, -26.45031, 15.63193)  0.328
H (-7.90663, -22.34803, 6.96666)  0.132
H (-8.78645, -23.47997, 15.99568)  -0.111
C (-0.37289, -22.11487, 22.64032)  -0.235
H (-9.53746, -19.94506, 21.12226)  0.367
C (-3.77137, -17.74720, 14.25202)  -1.345
H (-10.18206, -24.33314, 10.25782)  -0.789
C (-10.74616, -28.13650, 18.78000)  0.120
H (-4.54674, -28.38668, 11.38310)  0.168
H (-5.83976, -12.56840, 15.61709)  0.287
H (-8.35700, -20.53028, 19.06793)  -0.631
H (-1.34054, -24.49607, 9.05381)  0.367
H (-11.14641, -21.36529, 14.63517)  -0.360
C (-9.26511, -21.06018, 19.35541)  0.698
O (-4.85699, -32.31395, 12.52815)  -0.594
H (-0.87299, -30.39778, 19.63743)  0.326
O (-14.28696, -21.90335, 19.43192)  -0.614
H (-11.96798, -19.61863, 12.15125)  0.405
O (0.77707, -19.58846, 15.78290)  -0.480
O (-4.15879, -26.14182, 7.25161)  -0.601
H (-10.38974, -27.78429, 19.74799)  0.435
H (-5.27447, -25.88997, 20.19902)  0.355
C (-5.77686, -31.44743, 12.38940)  0.567
H (-3.59835, -31.26169, 14.61690)  0.374
C (-12.98643, -24.35643, 18.87536)  0.088
O (-1.40042, -25.04630, 11.00906)  -0.332
C (-1.58135, -29.14126, 17.83286)  0.232
H (-9.17842, -27.17801, 12.77894)  0.463
O (-7.76530, -22.07681, 10.04281)  -0.025
H (-0.46486, -21.04334, 22.46294)  0.337
H (-7.65378, -20.61331, 7.31202)  0.395
H (-14.80541, -24.03700, 15.14948)  0.543
H (-4.62093, -28.65362, 9.00546)  0.258
C (-3.36226, -27.61526, 18.27831)  0.759
O (-11.88469, -22.28611, 13.00508)  -0.359
O (-6.45108, -25.99824, 6.71759)  -0.264
H (-6.15459, -32.93956, 9.94908)  0.302
H (-6.39458, -23.47041, 16.82637)  -0.049
H (-5.78347, -19.76221, 19.61404)  0.326
C (-7.67956, -16.99493, 8.79759)  -0.798
C (-10.82940, -22.31562, 11.99760)  0.208
H (-3.94211, -29.55022, 12.93029)  0.398
H (-10.09439, -16.32986, 9.60032)  0.322
H (-5.89055, -22.68916, 10.34669)  0.112
H (-11.74319, -15.95901, 17.66543)  0.334
H (-2.90507, -24.91860, 14.80962)  0.220
H (-0.85941, -23.90466, 17.42759)  0.280
H (0.83463, -21.97539, 24.38186)  0.403
H (-3.08921, -26.66015, 14.18774)  0.194
H (-11.40607, -26.92733, 13.78318)  0.584
C (-13.66827, -22.07083, 18.34675)  0.266
C (-4.70500, -29.71462, 13.69125)  -0.414
C (-1.92855, -20.27935, 12.56148)  -0.123
O (-6.83002, -31.43489, 11.43480)  -0.216
H (2.46000, -20.48678, 16.24162)  0.272
H (-6.60257, -22.98381, 13.87885)  0.114
C (-11.74629, -24.71224, 8.28185)  0.673
O (-13.49206, -21.16307, 17.37542)  0.122
H (-4.92894, -28.65646, 13.82638)  0.476
O (-9.18862, -26.54153, 15.85065)  -0.215
H (-12.71511, -20.83335, 14.24138)  0.271
H (0.00812, -30.45298, 18.10055)  0.393
C (1.89081, -19.64939, 16.64522)  -0.589
H (0.03707, -27.09205, 9.84599)  0.295
C (-8.51018, -21.61428, 8.92251)  1.201
H (-5.30412, -25.86928, 18.54819)  0.245
H (-5.44693, -13.59764, 14.20319)  0.207
H (-12.09072, -24.90732, 18.58845)  -0.060
O (-3.42348, -21.39700, 16.95991)  -0.281
C (-6.19132, -22.87201, 15.93829)  -0.238
H (-11.17878, -12.95036, 16.80942)  0.283
H (-5.63224, -21.08974, 8.41418)  0.016
H (-8.19990, -20.81171, 14.53676)  0.084
C (-16.19571, -22.23514, 14.42991)  0.712
O (-16.71732, -22.93109, 15.34291)  -0.635
O (-7.10062, -14.15774, 17.49818)  -0.664
H (-3.37170, -21.49059, 10.23057)  0.255
H (-4.18572, -16.79006, 13.93533)  0.414
H (-17.95648, -18.84908, 14.37698)  0.319
H (-9.50877, -17.48657, 7.63480)  0.496
H (-8.29423, -16.69280, 17.89863)  -0.518
C (-8.87112, -22.52164, 19.32286)  0.275
C (-11.07557, -15.12434, 17.45163)  -0.425
C (-2.95238, -19.42894, 10.73033)  -0.795
H (-13.38057, -19.39077, 18.48542)  0.288
H (-13.11423, -25.64303, 5.41600)  0.243
O (-2.06620, -25.16962, 13.12126)  -0.282
H (-1.25011, -22.47519, 23.17768)  0.282
H (2.49731, -18.74594, 16.58168)  0.349
H (-5.40158, -26.89284, 11.38200)  0.144
H (-2.01086, -19.77048, 13.52188)  -0.144
C (-8.05445, -21.43212, 15.42109)  -0.794
H (-9.83258, -23.01719, 19.18825)  -0.142
H (-10.29944, -20.57989, 10.75899)  -0.289
C (-2.11202, -25.75063, 11.86389)  0.679
H (-8.82093, -21.13527, 16.13697)  0.188
C (-6.16777, -25.32421, 5.45011)  -0.832
H (-12.58785, -13.52289, 17.49699)  0.423
O (-8.76719, -15.93323, 14.98352)  -0.112
H (-3.33254, -29.67769, 15.40372)  0.052
H (-13.64019, -23.91022, 13.74244)  0.176
H (-0.42914, -21.38872, 15.87316)  0.259
H (-7.40395, -26.91498, 14.59367)  0.326
H (-5.16169, -22.87687, 15.58061)  0.129
C (-7.01837, -23.41608, 14.78898)  -0.408
O (-5.65991, -14.67037, 15.88115)  -0.210
C (-7.69150, -17.24444, 18.62010)  0.124
H (-6.01866, -21.18455, 18.64741)  -0.085
C (-11.88677, -29.07693, 19.09092)  -0.498
O (-11.56480, -25.57773, 9.27558)  -0.403
C (-8.40233, -16.70143, 13.90542)  -0.438
O (-16.81318, -21.18891, 13.80904)  -0.294
C (0.82190, -22.57373, 23.47086)  -1.227
H (-14.74904, -25.33154, 17.81382)  0.219
H (-7.11162, -13.64004, 14.93859)  0.292
H (-11.01982, -27.21328, 18.26925)  -0.366
H (-11.00481, -25.70933, 16.29955)  -0.250
H (-7.21821, -33.44537, 11.18983)  0.322
H (-1.10846, -28.44879, 17.13647)  0.291
H (-13.89621, -19.27901, 16.73392)  0.259
C (-9.02131, -17.71376, 8.58289)  0.466
H (-12.76921, -28.49792, 19.36323)  0.232
H (-12.28328, -24.09988, 5.54879)  0.279
H (-8.81127, -18.78258, 8.54292)  -0.716
H (-2.82694, -19.25979, 9.66086)  0.413
C (-11.24858, -20.09841, 12.81485)  -0.284
H (0.10436, -29.07155, 19.12512)  0.340
C (-9.86618, -16.21569, 15.73963)  0.566
H (-11.06527, -25.22764, 13.87398)  -0.434
C (-1.33372, -25.37023, 9.70489)  0.272
H (-3.47901, -18.53876, 11.07434)  0.246
H (-4.06714, -25.43143, 13.53200)  0.096
H (-10.76199, -25.79305, 11.05741)  0.122
H (-4.89474, -30.52044, 15.65770)  0.408
C (-4.79407, -27.63824, 9.36201)  0.508
H (-12.57678, -29.60481, 17.02070)  0.221
H (-1.98751, -22.78707, 18.17630)  0.096
C (-10.42180, -25.38547, 10.10544)  1.132
H (-9.25141, -16.93777, 13.26408)  0.290
H (-6.79249, -17.30665, 8.24618)  0.406
H (-8.72640, -25.51406, 13.32951)  -0.230
H (-10.64767, -17.91514, 10.16001)  0.261
H (-7.87950, -15.93569, 8.63595)  0.312
H (-3.90880, -21.14956, 13.07896)  -0.192
H (-3.85157, -27.09146, 9.33339)  -0.543
H (-8.15518, -17.24236, 19.60656)  0.428
O (-5.75148, -26.92912, 8.56708)  -0.168
H (-2.93641, -22.24498, 12.15766)  -0.069
O (-9.92540, -15.35278, 16.69330)  -0.113
H (-1.08665, -20.95537, 12.71080)  0.342
O (-8.60625, -21.82200, 21.50236)  -0.497
H (0.42412, -21.72162, 17.81027)  -0.082
C (-14.21453, -23.38534, 14.50582)  -0.613
H (-5.69112, -16.92292, 19.35464)  0.418
H (-8.09758, -17.67727, 14.28354)  0.259
O (-4.90499, -19.81296, 17.65937)  0.030
H (-12.23473, -14.08205, 15.79769)  0.275
H (-12.64197, -30.87773, 18.15168)  0.349
H (-13.86467, -24.42555, 6.45495)  0.323
H (-10.12032, -20.84372, 18.71522)  0.297
O (-11.33385, -23.59014, 8.24614)  -0.533
C (-14.34654, -25.18971, 18.81680)  -1.281
H (-2.15471, -24.43830, 18.54754)  -0.061
O (-10.64279, -17.14012, 15.60182)  -0.620
H (0.83576, -25.48575, 9.88537)  0.320
O (-10.63645, -30.23731, 17.60049)  -0.474
C (-10.68207, -26.20634, 14.16278)  -0.117
H (-18.49559, -19.07561, 12.79351)  0.318
H (-3.84096, -18.41751, 13.39531)  -0.020
C (-6.04304, -13.51255, 15.11177)  -0.724
C (-5.29098, -27.82147, 10.82207)  -0.827
H (-1.23616, -19.78348, 16.29314)  -0.500
C (-7.41549, -17.18698, 10.32643)  -0.205
H (-19.64097, -19.20823, 13.96683)  0.380
H (-8.94227, -23.04440, 14.22598)  -1.176
H (-4.32302, -17.62245, 16.31348)  0.281
C (1.28214, -19.78314, 17.99561)  -0.709
H (-7.02218, -24.45476, 14.45848)  -0.016
H (-5.62399, -22.66540, 7.64960)  0.425
C (-3.63884, -20.72382, 10.95776)  0.483
H (-10.73045, -19.28267, 13.31903)  -0.086
O (-8.71005, -17.30280, 10.87833)  -0.154
C (0.11105, -20.67883, 17.75854)  0.405
C (-8.46398, -27.12871, 14.73068)  -0.916
O (-1.70635, -19.58806, 11.35439)  -0.511
C (-9.80125, -29.13017, 17.96971)  0.198
H (-5.99929, -26.05941, 4.66322)  0.318
H (-5.48673, -18.61438, 15.27410)  0.122
H (-10.98461, -27.41836, 15.90578)  0.035
C (-6.41968, -16.36195, 18.76930)  -0.668
H (1.77902, -22.40185, 22.97844)  0.317
C (-1.04106, -22.82288, 20.47528)  0.822
H (-8.38363, -22.84022, 18.40147)  -0.297
O (-2.63826, -26.78511, 11.48297)  -0.585
C (-12.91259, -24.80837, 6.08741)  -0.681
H (-11.12928, -22.73723, 11.03822)  0.350
C (-4.07396, -30.34385, 14.96254)  -0.982
H (-12.78400, -24.08432, 19.91126)  0.375
C (-1.39296, -23.68358, 18.35201)  0.197
C (-5.28739, -20.41551, 18.89626)  -0.354
O (-4.04193, -27.78076, 17.26915)  -0.547
H (-4.71455, -20.55343, 10.91409)  -0.398
C (-9.17620, -25.99733, 9.50909)  -1.011
H (-9.43516, -26.93138, 9.01050)  0.538
H (-8.40618, -23.89151, 20.93042)  0.311
H (-6.97511, -24.64035, 5.18816)  0.310
C (-6.59170, -22.70956, 9.51239)  -0.206
C (-18.25847, -20.94912, 13.99691)  -0.117
C (-8.37504, -22.92946, 15.14964)  1.599
O (-12.30330, -25.36655, 7.28652)  -0.375
H (-7.64508, -16.10081, 13.40151)  0.000
O (-3.84718, -19.56417, 15.68919)  0.565
H (-5.28578, -24.68393, 5.43479)  0.353
O (-3.55152, -26.68242, 19.27802)  -0.323
C (-4.01439, -20.33440, 16.79564)  -0.304
C (-18.60554, -19.50016, 13.79139)  -1.227
O (-2.34001, -28.33700, 18.67913)  -0.301
H (-7.89644, -32.47464, 9.97557)  0.278
C (-11.82835, -13.82503, 16.77590)  -1.094
H (-6.51699, -15.57645, 19.51871)  0.467
C (-4.45737, -18.33764, 15.50197)  -0.030
C (-9.77194, -17.33665, 9.86582)  -0.586
C (-6.22891, -21.98731, 8.25156)  -0.164
C (-9.23151, -26.44569, 13.58453)  0.041
C (-4.60066, -25.70035, 19.36348)  -0.540
C (-12.04739, -30.00367, 17.88600)  -0.458
C (-11.76905, -21.11187, 13.77716)  0.105
H (-9.00984, -20.67239, 9.14893)  -0.917
C (0.00990, -26.06727, 9.47561)  -1.361
H (0.18323, -26.10082, 8.40000)  0.436
H (-7.10701, -22.72551, 20.47275)  0.174
H (-2.26598, -29.81546, 17.31824)  0.075
H (-15.04037, -24.72317, 19.51612)  0.389
H (0.87157, -18.86825, 18.42281)  0.290
C (-0.59375, -29.82231, 18.75484)  -1.397
O (-12.98652, -23.26204, 17.96848)  0.050
O (-5.84194, -30.30929, 13.06859)  -0.192
C (-6.98409, -32.58602, 10.56149)  -0.745
H (-2.72100, -17.54286, 14.45955)  0.424
C (-6.24644, -14.87977, 17.02010)  0.951
H (-6.77063, -23.77074, 9.33928)  -0.093
H (-6.83292, -18.06624, 10.60143)  0.133
H (-10.01683, -22.95348, 12.34541)  -0.316
O (-2.15206, -22.32325, 20.60747)  -0.639
H (-11.74310, -29.79176, 19.90115)  0.283
C (-7.54262, -21.62655, 7.69815)  -0.809
H (-18.79103, -21.43630, 13.18014)  0.197
O (-0.13589, -22.82196, 21.41051)  -0.333
O (-5.79008, -15.92045, 17.58465)  -0.318
H (-7.66616, -18.22994, 18.15508)  -0.065
C (-3.08245, -25.59194, 13.97101)  -0.269
H (-18.58644, -21.27642, 14.98353)  0.312
H (-8.44462, -26.38150, 10.21993)  0.201
C (-8.17176, -22.86130, 20.66246)  -0.176
H (-0.65770, -20.38682, 18.47398)  0.023
H (0.66988, -23.63266, 23.67981)  0.301
H (1.91717, -20.18879, 18.78319)  0.378
C (-0.32742, -20.38535, 16.28669)  0.304
H (-4.20951, -24.69803, 19.18895)  0.162
C (-10.36082, -20.88261, 11.80431)  0.579